(1)
Here is a molecular structure, C20H25AgO13S2 in a non-equilibrium geometry from OMol25. Energies are from ωB97M-V with the def2-TZVPD basis set.

Last column: natural (NBO) charge in e.
CARTESIAN COORDINATES (ANGSTROEM)
1 Ag -1.10 -0.11 -0.46  0.916
2 S -2.34 0.37 4.21  1.141
3 S 1.57 -3.53 -2.68  1.192
4 O -3.12 1.21 -0.16  -0.927
5 O 3.71 1.36 -4.27  -0.733
6 O 4.30 0.27 0.69  -0.745
7 O -1.09 -2.55 0.02  -0.964
8 O -0.70 3.50 -2.00  -0.618
9 O -0.71 0.82 -3.15  -0.735
10 O -0.18 1.33 1.34  -0.684
11 O 3.72 3.98 -3.48  -0.749
12 O 5.03 2.77 1.82  -0.783
13 O 2.76 -4.04 -3.47  -1.064
14 O 0.53 3.70 2.48  -0.650
15 O -5.26 2.49 1.93  -0.942
16 O -2.01 1.71 3.71  -0.909
17 C 0.28 3.05 -2.62  0.392
18 C 2.15 -2.09 -1.78  -0.821
19 C -1.00 -4.96 0.21  -0.656
20 C 1.03 1.58 1.47  0.431
21 C -0.80 -0.17 5.04  -0.859
22 C 1.38 1.19 -3.90  -0.562
23 C 2.84 3.27 2.27  -0.564
24 C -0.60 -3.58 0.75  -0.012
25 C 1.48 3.80 -2.67  -0.566
26 C -5.21 1.25 1.40  -0.045
27 C -2.20 -0.79 2.81  -0.866
28 C 0.45 -2.65 -3.81  -0.824
29 C -4.44 0.92 0.05  -0.061
30 C 3.81 2.41 1.76  0.390
31 C 0.24 1.68 -3.25  0.417
32 C 2.08 0.77 0.94  -0.538
33 C 1.45 2.94 2.18  0.426
34 C 3.43 1.08 1.11  0.408
35 C 2.66 3.33 -3.32  0.409
36 C 2.64 1.84 -3.86  0.427
37 H -2.34 -1.85 3.05  0.189
38 H -0.30 -2.24 -3.13  0.283
39 H -1.22 -0.76 2.34  0.267
40 H -5.06 1.29 -0.80  0.049
41 H -6.25 0.81 1.33  -0.005
42 H 2.81 -2.47 -1.00  0.234
43 H 0.06 -3.27 -4.61  0.189
44 H 1.05 -1.82 -4.18  0.251
45 H -0.66 0.41 5.96  0.185
46 H -2.95 -0.42 2.10  0.287
47 H -0.55 -5.13 -0.77  0.184
48 H 1.51 4.73 -2.12  0.186
49 H -2.09 -5.09 0.20  0.174
50 H 3.12 4.25 2.65  0.163
51 H -0.99 -3.60 1.80  0.063
52 H -0.61 -5.71 0.93  0.136
53 H 1.89 -0.16 0.42  0.177
54 H -4.56 -0.20 0.02  0.052
55 H 1.36 0.23 -4.40  0.155
56 H -4.76 0.53 2.13  0.037
57 H -0.83 -1.23 5.30  0.179
58 H 1.34 -1.57 -1.29  0.276
59 H 0.05 0.03 4.38  0.257
60 H 0.50 -3.54 0.83  0.094
61 H 2.71 -1.41 -2.43  0.265

Calculated values
**LUMO energy**: 10.5 eV
**Kohn-Sham gap**: 1.8034 eV
**Largest force on an atom**: 0.0619 hartree/bohr
**DFT total energy**: -73401.376 eV
**Charge**: -6


(2)
Here is a molecular structure, C31H47BCoN6OS3 in a non-equilibrium geometry from OMol25. Energies are from ωB97M-V with the def2-TZVPD basis set.

Last column: Mulliken charge in e.
CARTESIAN COORDINATES (ANGSTROEM)
1 Co -0.03 0.23 -0.01  -0.358
2 S -0.49 -1.50 -1.26  -0.098
3 S 1.91 0.30 -0.91  -0.217
4 S -1.90 -0.64 0.77  0.007
5 O 0.04 1.83 1.03  -0.452
6 N -0.05 -1.23 2.58  0.693
7 N 2.25 -0.20 1.64  0.902
8 N 2.02 -3.12 1.31  -0.861
9 N 0.46 -1.66 3.73  -0.355
10 N 2.80 -0.23 2.85  -0.565
11 N 1.17 -2.34 0.64  0.460
12 C -3.78 -1.54 3.03  -1.892
13 C 4.89 -1.14 4.70  -1.212
14 C 4.56 1.11 1.96  -0.423
15 C 4.63 1.79 -0.47  -1.820
16 C -1.77 -1.96 4.50  -0.393
17 C 4.55 0.33 4.42  2.436
18 C 5.82 1.17 4.53  -2.292
19 C 1.69 -2.42 6.06  -1.435
20 C 0.35 3.14 0.40  -0.512
21 C 0.17 -2.46 6.03  2.050
22 C -0.32 -3.90 6.29  -1.651
23 C -0.39 -1.51 7.11  -1.649
24 C 3.94 0.41 3.03  -0.611
25 C -0.19 3.54 2.67  -0.621
26 C -2.31 -1.57 3.30  0.166
27 C 1.68 -4.73 -0.40  -0.322
28 C 0.77 4.00 1.57  -0.610
29 C 4.01 1.11 0.71  0.144
30 C 3.50 0.85 5.42  -1.321
31 C 2.79 0.42 0.59  0.854
32 C 0.80 -3.93 -1.08  0.284
33 C 2.29 -4.31 0.80  0.034
34 C 0.14 -4.34 -2.37  -1.925
35 C 4.45 -5.49 0.58  -1.674
36 C -0.37 -2.01 4.69  0.260
37 C 0.56 -2.67 -0.50  1.131
38 C -1.37 -1.19 2.33  0.412
39 C 3.28 -5.19 1.53  2.061
40 C 3.80 -4.51 2.80  -2.004
41 C 2.56 -6.50 1.90  -1.583
42 C -0.30 2.04 2.45  -0.069
43 B 0.94 -0.99 1.38  0.641
44 H 3.88 0.73 6.43  0.446
45 H 1.81 3.78 1.84  0.195
46 H 5.71 -1.47 4.05  0.389
47 H 2.13 -3.04 5.28  -0.118
48 H 0.68 5.06 1.34  0.479
49 H 4.96 -4.58 0.28  0.366
50 H 3.97 2.56 -0.87  0.384
51 H 2.22 -7.06 1.03  0.384
52 H 2.03 -2.79 7.03  0.649
53 H 0.03 -4.58 5.51  0.316
54 H -1.16 4.02 2.54  0.326
55 H 3.31 1.92 5.26  0.367
56 H 5.57 2.25 -0.20  0.422
57 H -0.57 3.50 -0.06  0.342
58 H 1.10 2.97 -0.36  0.373
59 H 0.08 -4.24 7.24  0.482
60 H 2.56 0.31 5.33  0.054
61 H 4.04 -1.79 4.53  -0.070
62 H -4.04 -2.21 2.21  0.414
63 H 1.70 -6.32 2.55  0.317
64 H 6.24 1.03 5.53  0.409
65 H -4.34 -1.85 3.91  0.446
66 H 5.48 1.64 2.14  0.672
67 H 4.32 -3.58 2.57  0.370
68 H 0.47 -3.68 -3.18  0.451
69 H 0.02 -1.81 8.08  0.479
70 H 0.43 1.48 3.04  -0.042
71 H 3.25 -7.14 2.44  0.472
72 H 5.17 -6.13 1.10  0.473
73 H 6.59 0.85 3.82  0.488
74 H 5.64 2.24 4.40  0.463
75 H -0.09 -0.48 6.93  0.336
76 H -1.41 -3.97 6.35  0.374
77 H 4.13 -6.02 -0.32  0.377
78 H -2.43 -2.23 5.32  0.510
79 H -4.11 -0.54 2.75  0.459
80 H 1.93 -5.71 -0.80  0.490
81 H 4.50 -5.18 3.29  0.572
82 H 4.82 1.08 -1.28  0.413
83 H -1.47 -1.56 7.19  0.380
84 H 2.06 -1.40 5.94  0.120
85 H -0.94 -4.27 -2.30  0.440
86 H 5.23 -1.25 5.73  0.480
87 H 0.17 3.77 3.67  0.392
88 H 2.99 -4.29 3.49  0.200
89 H -1.30 1.65 2.62  0.238
90 H 0.41 -5.36 -2.62  0.410

Calculated values
**LUMO energy (spin up / spin down)**: -12.3 / -12.3 eV
**Kohn-Sham gap (spin up / spin down)**: 4.9268 / 4.9881 eV
**Largest force on an atom**: 0.0249 hartree/bohr
**DFT total energy**: -114682.170 eV
**Charge**: +3


(3)
Here is C9H8O3S in the gas phase in a non-equilibrium geometry from OMol25. Energies are from ωB97M-V with the def2-TZVPD basis set.

Last column: natural (NBO) charge in e.
CARTESIAN COORDINATES (ANGSTROEM)
1 S -3.45 -1.22 -0.48  -0.084
2 O 3.61 -1.29 -0.84  -0.480
3 O 2.79 0.79 -1.66  -0.508
4 O 0.92 2.09 -2.28  -0.497
5 C 1.50 1.37 -1.51  0.775
6 C 1.73 -0.12 0.22  -0.143
7 C -1.69 -0.55 -0.51  -0.511
8 C 1.66 -1.05 1.46  -0.052
9 C 1.36 -1.96 2.23  -0.190
10 C -1.76 0.86 0.22  -0.412
11 C -0.36 1.45 0.67  -0.450
12 C 0.88 0.92 -0.13  -0.039
13 C 2.89 -0.34 -0.82  0.789
14 H -1.00 -1.28 0.04  0.229
15 H -0.42 2.58 0.53  0.246
16 H -0.26 1.31 1.80  0.249
17 H -2.38 0.70 1.17  0.223
18 H -1.38 -0.40 -1.59  0.222
19 H -2.35 1.59 -0.41  0.225
20 H 1.06 -2.91 2.76  0.267
21 H -3.35 -2.55 -0.87  0.142

Calculated values
**LUMO energy**: -1.1 eV
**Kohn-Sham gap**: 8.1637 eV
**Relative energy (zero: lowest compared OMol25 entry of this formula, charge and spin)**: 253.99 kJ/mol
**Largest force on an atom**: 0.0627 hartree/bohr
**DFT total energy**: -26436.808 eV


(4)
Here is a gas-phase ion, C7H11N6O (charge +1) in a non-equilibrium geometry from OMol25. Energies are from ωB97M-V with the def2-TZVPD basis set.

Last column: natural (NBO) charge in e.
CARTESIAN COORDINATES (ANGSTROEM)
1 O -3.55 -1.76 -1.76  -0.464
2 N 1.26 -0.29 0.38  -0.451
3 N -2.10 0.41 -2.93  -0.244
4 N -2.20 -1.61 0.07  -0.652
5 N -0.06 -0.23 -0.04  -0.337
6 N 0.39 0.55 -2.19  -0.512
7 N -1.32 -1.47 2.18  -0.711
8 C -1.29 1.26 -3.58  -0.076
9 C -1.71 -0.15 -1.78  0.013
10 C 0.07 1.17 -3.35  0.072
11 C -2.59 -1.23 -1.26  0.657
12 C -1.73 -0.84 1.15  0.448
13 C -0.38 0.01 -1.27  0.338
14 C 1.76 0.44 1.57  -0.424
15 H -2.00 0.22 1.19  0.239
16 H 1.03 0.60 2.40  0.209
17 H -1.07 -1.11 3.08  0.438
18 H 2.66 -0.02 1.91  0.227
19 H -1.37 -2.46 2.12  0.410
20 H -2.54 -2.49 0.38  0.411
21 H 0.82 1.57 -3.96  0.241
22 H 2.08 1.55 1.32  0.186
23 H 1.36 0.78 -1.87  0.414
24 H -1.67 1.87 -4.42  0.235
25 H 1.80 -0.21 -0.41  0.333

Calculated values
**LUMO energy (spin up / spin down)**: -4.4 / -4.4 eV
**Kohn-Sham gap (spin up / spin down)**: 6.8664 / 6.8670 eV
**Relative energy (zero: lowest compared OMol25 entry of this formula, charge and spin)**: 237.11 kJ/mol
**Largest force on an atom**: 0.1107 hartree/bohr
**DFT total energy**: -18416.023 eV
**Charge**: +1


What did the first record say?
Here is a molecular structure, C20H25AgO13S2 in a non-equilibrium geometry from OMol25. Energies are from ωB97M-V with the def2-TZVPD basis set.

Last column: natural (NBO) charge in e.
CARTESIAN COORDINATES (ANGSTROEM)
1 Ag -1.10 -0.11 -0.46  0.916
2 S -2.34 0.37 4.21  1.141
3 S 1.57 -3.53 -2.68  1.192
4 O -3.12 1.21 -0.16  -0.927
5 O 3.71 1.36 -4.27  -0.733
6 O 4.30 0.27 0.69  -0.745
7 O -1.09 -2.55 0.02  -0.964
8 O -0.70 3.50 -2.00  -0.618
9 O -0.71 0.82 -3.15  -0.735
10 O -0.18 1.33 1.34  -0.684
11 O 3.72 3.98 -3.48  -0.749
12 O 5.03 2.77 1.82  -0.783
13 O 2.76 -4.04 -3.47  -1.064
14 O 0.53 3.70 2.48  -0.650
15 O -5.26 2.49 1.93  -0.942
16 O -2.01 1.71 3.71  -0.909
17 C 0.28 3.05 -2.62  0.392
18 C 2.15 -2.09 -1.78  -0.821
19 C -1.00 -4.96 0.21  -0.656
20 C 1.03 1.58 1.47  0.431
21 C -0.80 -0.17 5.04  -0.859
22 C 1.38 1.19 -3.90  -0.562
23 C 2.84 3.27 2.27  -0.564
24 C -0.60 -3.58 0.75  -0.012
25 C 1.48 3.80 -2.67  -0.566
26 C -5.21 1.25 1.40  -0.045
27 C -2.20 -0.79 2.81  -0.866
28 C 0.45 -2.65 -3.81  -0.824
29 C -4.44 0.92 0.05  -0.061
30 C 3.81 2.41 1.76  0.390
31 C 0.24 1.68 -3.25  0.417
32 C 2.08 0.77 0.94  -0.538
33 C 1.45 2.94 2.18  0.426
34 C 3.43 1.08 1.11  0.408
35 C 2.66 3.33 -3.32  0.409
36 C 2.64 1.84 -3.86  0.427
37 H -2.34 -1.85 3.05  0.189
38 H -0.30 -2.24 -3.13  0.283
39 H -1.22 -0.76 2.34  0.267
40 H -5.06 1.29 -0.80  0.049
41 H -6.25 0.81 1.33  -0.005
42 H 2.81 -2.47 -1.00  0.234
43 H 0.06 -3.27 -4.61  0.189
44 H 1.05 -1.82 -4.18  0.251
45 H -0.66 0.41 5.96  0.185
46 H -2.95 -0.42 2.10  0.287
47 H -0.55 -5.13 -0.77  0.184
48 H 1.51 4.73 -2.12  0.186
49 H -2.09 -5.09 0.20  0.174
50 H 3.12 4.25 2.65  0.163
51 H -0.99 -3.60 1.80  0.063
52 H -0.61 -5.71 0.93  0.136
53 H 1.89 -0.16 0.42  0.177
54 H -4.56 -0.20 0.02  0.052
55 H 1.36 0.23 -4.40  0.155
56 H -4.76 0.53 2.13  0.037
57 H -0.83 -1.23 5.30  0.179
58 H 1.34 -1.57 -1.29  0.276
59 H 0.05 0.03 4.38  0.257
60 H 0.50 -3.54 0.83  0.094
61 H 2.71 -1.41 -2.43  0.265

Calculated values
**LUMO energy**: 10.5 eV
**Kohn-Sham gap**: 1.8034 eV
**Largest force on an atom**: 0.0619 hartree/bohr
**DFT total energy**: -73401.376 eV
**Charge**: -6


Question: Look up the largest force on an atom of the third one.
Answer: 0.0627 hartree/bohr